[1]
Entry from the OMol25 dataset: a structure of composition C46H33AlF9N3O7P (the ωB97M-V functional and the def2-TZVPD basis).

Geometry as ORCA input:
```
! wB97M-V def2-TZVPD RIJCOSX def2/J DEFGRID3
* xyz -1 1
H 0.210 -2.661 1.886
C -2.932 -0.517 4.312
H -4.024 2.364 -0.671
C 1.584 -0.731 -2.893
C -0.281 0.560 -2.157
H 2.482 2.395 -1.728
H -0.386 -2.321 -0.638
F 2.690 0.643 8.857
C 1.875 -1.318 1.716
H -2.804 -0.791 -5.429
H -5.069 -4.374 -0.207
F 3.407 5.151 -1.375
O -2.881 -0.473 5.513
C 3.216 -1.196 1.345
C -2.298 -0.923 2.085
O -1.711 -1.230 0.970
H -1.690 -0.790 -4.057
C 2.955 1.009 4.138
C -3.427 -2.051 -3.795
C -3.086 3.679 -2.114
C -2.108 -1.447 3.423
C 1.261 2.786 1.905
C -1.813 5.086 -3.776
C 1.141 -1.754 -2.063
Al -2.502 -0.219 -0.434
P 0.874 0.080 2.379
C 2.106 4.961 -1.071
H 0.023 5.444 -3.215
H 0.891 2.904 2.918
H 1.272 4.897 1.532
F 3.425 -5.820 0.260
H -3.518 -3.027 -5.692
H 2.095 0.407 -0.351
F 4.224 1.897 7.983
H -5.426 -2.632 -0.172
H -3.213 0.080 -3.924
H 4.273 0.303 -4.303
H -0.153 2.939 -3.598
C 0.849 0.443 -2.944
C 1.245 -2.551 1.584
C -3.724 -2.090 -2.393
H 1.211 -0.478 7.240
C 3.904 -2.272 0.816
C 3.568 0.726 7.844
C 1.930 1.387 0.080
H -2.335 5.921 -3.298
H 3.438 -1.696 -3.314
O 3.529 0.356 -3.697
N -3.449 -1.073 -1.581
H 3.727 -0.247 1.454
C -4.378 -4.255 -4.156
F 1.459 4.821 -2.254
C 1.707 -0.068 6.371
H -4.627 -5.073 -4.821
O -3.404 0.718 0.930
C 3.993 -4.629 0.021
C -3.198 2.537 -1.347
C 1.468 3.913 1.127
O -4.545 1.242 3.750
C -2.750 -0.823 -4.337
H -5.151 -5.209 -2.394
H 1.681 -2.691 -1.993
O -1.404 -2.365 3.804
C 1.935 -3.640 1.060
C -3.213 0.121 2.062
C 1.488 1.504 1.396
C 1.121 -0.194 5.117
C -3.726 0.425 3.398
F 1.662 6.104 -0.521
O -0.461 5.410 -4.049
F 4.046 -4.484 -1.324
N -2.265 1.581 -1.374
C 1.900 3.771 -0.184
C -1.200 1.724 -2.169
C -4.685 -3.383 -0.462
C -1.023 2.841 -2.965
C 1.740 0.339 3.989
H 1.437 -4.594 0.953
H -3.798 -3.179 0.146
C 3.254 -3.493 0.665
N -0.681 -0.416 -1.340
C 0.004 -1.563 -1.303
F 4.484 -0.247 8.042
C -1.975 3.846 -2.934
F 5.272 -4.702 0.443
C 2.144 2.510 -0.705
C 3.539 1.146 5.385
C -3.754 -3.107 -4.633
H 3.445 1.447 3.277
C -4.361 -3.288 -1.924
H 0.175 -0.718 5.029
H 1.166 1.255 -3.582
H 4.476 1.676 5.495
H 4.941 -2.169 0.523
H -3.852 4.441 -2.056
H -2.281 4.922 -4.748
C -4.669 -4.320 -2.793
H 2.553 -1.149 -4.747
C 2.828 -0.885 -3.721
C 2.909 0.607 6.501
*
```

Computed properties:
DFT total energy, Eh: -3946.577500
HOMO, eV: -3.1431
Energy relative to the best compared isomer or geometry (same formula, charge and spin), kJ/mol: 8.6
Frontier orbital gap, eV: 4.35
Lowest unoccupied orbital energy, eV: 1.208

***

[2]
Entry from the OMol25 dataset: a structure of composition C46H33IrN5O3PS at a distorted geometry (the ωB97M-V functional and the def2-TZVPD basis).

Geometry as ORCA input:
```
! wB97M-V def2-TZVPD RIJCOSX def2/J DEFGRID3
* xyz 0 1
Ir 0.737 0.241 0.024
H -5.289 -2.372 0.604
H -2.659 2.472 -3.225
H 3.060 -3.828 -2.395
C 1.264 1.419 -3.792
N 1.690 3.221 -2.313
C -2.090 -1.278 0.436
C 2.171 1.641 2.064
C -1.353 2.333 1.205
H -0.343 0.299 5.424
H -0.487 4.035 0.240
C 0.145 -1.487 2.585
C 1.959 -1.824 4.146
N -0.071 1.674 1.265
C -0.488 -5.311 -0.968
H 1.855 -2.757 2.227
H -4.576 0.978 -2.703
C 0.378 0.996 -6.365
H -2.514 0.744 2.047
H -0.442 -3.908 2.630
C -2.561 1.665 -2.508
H -1.401 -0.160 3.269
C -2.592 4.304 0.573
H 3.761 3.630 4.297
C -2.193 -0.324 -0.611
H 5.353 -1.656 0.534
C -3.174 -2.018 0.847
H -4.692 4.281 1.030
C -3.722 2.453 1.598
C 1.120 0.118 -4.234
C 1.355 -0.961 5.049
H 0.295 3.147 -6.555
H -0.697 -7.235 -0.042
C 1.673 1.922 -2.441
H -2.610 5.286 0.120
H 1.340 -0.706 -3.568
C -4.559 -0.901 -0.762
H -0.335 -3.293 -1.615
C 0.139 -0.376 4.727
C -0.582 -5.658 1.404
H -3.067 -2.760 1.632
N 2.326 0.572 1.243
C 4.364 -2.873 -0.947
H -0.509 -5.702 -1.978
H 1.185 -2.322 -1.874
C -0.594 -6.169 0.117
N 2.168 -1.260 -0.429
N 3.448 -0.059 1.193
C 0.671 -0.085 -5.533
C 3.330 -1.067 0.230
C -1.398 3.606 0.643
C 1.359 -2.088 2.923
H -0.555 2.238 -2.053
C -3.614 0.856 -2.218
H 2.907 -2.289 4.388
H 1.458 4.594 4.400
C -0.452 -4.291 1.620
C 3.169 -3.064 -1.639
C 0.635 3.300 2.973
H 1.831 -0.742 5.997
H 4.199 1.703 2.803
C 1.652 3.763 3.732
C -2.521 1.752 1.663
H -4.630 1.987 1.962
H -0.345 3.748 3.045
O 1.994 1.105 -1.505
P -0.391 -1.622 0.833
C -0.364 -3.947 -0.759
C 0.521 2.303 -5.916
O -0.213 4.442 -3.411
H -5.520 -0.759 -1.245
C -4.432 -1.808 0.260
C -3.760 3.732 1.064
S 1.117 3.949 -3.662
H 0.547 -1.092 -5.911
H -0.673 -6.323 2.254
C 0.969 2.478 -4.622
C 2.115 -2.234 -1.352
H 0.023 0.814 -7.372
C 0.858 2.206 2.052
C -1.310 1.492 -1.857
C -0.462 -0.636 3.503
C 4.446 -1.869 -0.014
C 3.223 2.161 2.871
C -1.055 0.466 -0.987
C -3.463 -0.133 -1.211
H 5.223 -3.499 -1.152
C 2.976 3.208 3.685
C -0.337 -3.423 0.537
O 2.090 4.835 -4.225
*
```

Computed properties:
DFT total energy, Eh: -3116.116616
HOMO, eV: -7.2447
Frontier orbital gap, eV: 6.10
Lowest unoccupied orbital energy, eV: -1.143

***

[3]
Entry from the OMol25 dataset: a structure of composition C46H34BeN6O (the ωB97M-V functional and the def2-TZVPD basis).

Geometry as ORCA input:
```
! wB97M-V def2-TZVPD RIJCOSX def2/J DEFGRID3
* xyz 0 1
C 2.746 -1.861 -3.194
C 1.295 2.613 2.795
H -6.032 -3.864 -3.467
C 1.669 2.920 0.249
C -2.967 -0.906 -1.601
H -5.009 0.761 -2.077
H -7.207 0.233 -3.076
C 2.402 -3.059 -3.837
H 0.670 -2.514 2.695
H -3.046 -0.645 7.827
O 0.632 -1.275 0.661
C 1.668 -1.715 1.177
C -1.835 0.033 4.209
H 3.045 -4.830 -4.834
H 1.369 -3.355 -3.916
N 2.887 -1.477 0.648
H 2.759 4.678 2.179
H -2.762 1.679 7.025
C 1.887 2.112 -0.836
Be -0.116 0.048 -0.161
H 3.843 0.953 -3.231
H 2.398 -3.390 3.961
H 1.418 4.463 -1.878
N 1.342 0.857 -1.028
C 1.031 2.344 1.405
N -1.863 -0.193 0.460
C 2.096 4.343 0.155
H 3.556 3.210 -1.898
C 3.364 -3.920 -4.340
C -1.389 0.272 2.813
C 1.900 4.995 -1.068
C -2.962 -0.591 -0.213
H 0.469 1.657 4.580
N -0.553 -0.760 -1.783
C 0.516 1.758 3.509
C -4.277 -1.245 -2.221
C -2.543 0.847 6.369
H 3.375 6.991 1.856
H -1.997 2.105 4.717
H 5.464 -4.316 -4.589
C 2.744 -2.930 3.039
C 4.117 -1.642 -2.996
H 2.023 3.288 3.201
H -5.040 -1.140 0.381
C -2.443 -1.516 5.961
C 2.802 7.051 -0.210
N 1.596 -2.442 2.310
H 3.702 -1.984 0.941
C -5.810 -2.848 -3.170
H 2.085 6.786 -2.217
C 1.727 -0.960 -2.599
C -2.707 -0.456 6.817
C 4.714 -3.642 -4.197
C -3.572 -0.615 1.934
H 4.454 -0.797 -2.412
H 3.288 -3.692 2.476
C -0.360 -1.740 -3.852
C -5.238 -0.251 -2.388
C 2.076 0.256 -1.995
C 2.967 6.435 1.021
C -0.260 1.027 2.559
C 0.333 -1.209 -2.681
H 2.888 -1.053 -0.267
C -6.471 -0.550 -2.947
C 2.964 2.316 -1.796
C 3.133 1.156 -2.448
C -1.811 -1.014 -2.310
H -2.488 -1.783 -4.312
H 0.107 -2.082 -4.759
H 3.078 8.087 -0.348
C -6.759 -1.850 -3.340
H -1.831 -2.097 3.988
H 3.425 -2.119 3.305
C 5.080 -2.501 -3.500
N 0.130 1.365 1.277
H -2.576 -2.535 6.299
H -3.835 -3.322 -2.469
C -1.675 -1.566 -3.639
H -7.722 -2.085 -3.774
H -4.106 -0.693 2.866
C -4.575 -2.546 -2.612
H 6.126 -2.278 -3.329
C 2.257 6.321 -1.255
C -4.051 -0.831 0.674
C -2.109 1.090 5.074
C -2.015 -1.271 4.665
C -2.216 -0.201 1.783
C 2.613 5.107 1.204
*
```

Computed properties:
DFT total energy, Eh: -2192.019400
HOMO, eV: -6.3170
Frontier orbital gap, eV: 5.55
Lowest unoccupied orbital energy, eV: -0.771

***

[4]
Entry from the OMol25 dataset: a cluster of 8 separate species, C46H35Br2F3NO14 in total (the ωB97M-V functional and the def2-TZVPD basis).

Geometry as ORCA input:
```
! wB97M-V def2-TZVPD RIJCOSX def2/J DEFGRID3
* xyz 1 1
H 7.886 -0.254 -5.460
C 7.162 -4.134 -5.236
O -0.907 0.866 -5.729
N 1.750 -0.179 0.861
O -8.910 3.404 5.300
C 10.239 -2.186 6.347
F -2.839 -0.545 -0.458
C -5.871 0.898 3.245
H -9.074 3.383 -4.204
C -4.114 3.139 3.621
C -10.775 4.295 2.413
C 6.485 -3.195 -4.314
H 10.030 -1.143 6.547
C 6.950 -3.994 -0.270
C -10.558 4.951 -4.566
H -12.031 6.571 -4.559
C 0.531 -2.076 -0.289
H 5.347 -2.124 2.820
O -3.360 4.076 3.769
H -2.953 2.266 1.987
H -10.800 4.964 1.563
C 11.087 -4.417 6.927
H -5.507 3.722 5.208
H 0.912 2.389 -6.788
C 1.296 1.583 -6.176
C 9.845 -2.687 5.008
C -4.656 1.074 2.403
C 8.335 -2.239 -6.276
C 2.069 -0.626 -4.519
C 6.971 -3.329 2.186
C 7.622 -4.047 1.055
H -8.975 5.014 3.270
C 5.187 -2.615 0.692
Br -1.991 -3.257 0.101
O -6.605 -0.051 3.079
C 3.085 0.278 -5.123
H 1.352 -0.295 -1.247
C -10.422 5.394 -1.735
C 10.123 -4.110 4.689
C 1.556 -0.973 -0.423
H 10.917 -5.954 5.375
C 0.769 -0.438 -4.723
O -12.778 3.289 1.690
H 2.538 -1.402 -0.538
O 9.315 -1.957 4.192
O 9.114 -1.839 -7.109
C 6.794 -1.753 -4.431
H 11.111 -2.652 8.223
H 7.434 -4.527 -1.079
H 2.463 -1.446 -3.928
C -9.661 4.140 -3.700
F -0.714 -1.370 1.578
H 8.537 -4.349 -6.836
C -11.385 5.997 -3.907
C -3.845 2.112 2.580
H -8.956 3.770 -1.734
F -1.119 -0.598 -1.804
C -1.509 -0.525 -0.513
H 0.926 -2.857 0.362
C -0.841 -1.709 0.242
H -7.028 1.782 4.886
O -10.362 5.580 -0.538
C 2.597 1.390 -5.975
C -11.893 2.387 3.675
O -10.610 4.765 -5.760
H -12.722 1.693 3.727
C -9.802 4.317 3.321
C 10.699 -4.913 5.579
O 11.605 -5.148 7.739
H 6.270 -1.099 -3.748
H 7.492 -3.373 3.133
C 7.649 -1.304 -5.344
C 5.811 -3.328 -0.438
C -9.598 4.346 -2.388
C -11.321 6.202 -2.595
C -6.138 1.923 4.286
H 5.307 -3.281 -1.394
Br -0.956 1.205 0.192
H 3.357 2.027 -6.408
H 1.065 -0.426 1.580
H 0.389 -2.526 -1.270
O 4.266 0.098 -4.916
H 1.678 0.827 0.708
C 10.814 -2.988 7.238
H 9.841 -4.443 3.696
H -10.891 1.747 5.431
C 5.833 -2.662 2.016
H -4.485 0.312 1.652
H 6.913 -5.182 -5.125
C -11.895 3.323 2.519
C 8.025 -3.691 -6.146
O 4.152 -1.979 0.513
O 5.684 -3.585 -3.482
H -11.912 6.955 -2.090
C 0.277 0.691 -5.562
C -5.326 2.963 4.458
C -10.920 2.416 4.580
H 0.005 -1.085 -4.310
C -9.798 3.383 4.471
H 2.689 -0.391 1.219
O 8.654 -4.654 1.220
*
```

Computed properties:
DFT total energy, Eh: -8329.159153
HOMO, eV: -11.2984
Frontier orbital gap, eV: 7.15
Lowest unoccupied orbital energy, eV: -4.147

***

> Look up the DFT total energy of the second one.

-3116.116616 Eh

***

> Look up the lowest unoccupied orbital energy of the second one.

-1.143 eV

***

> What is the frontier orbital gap in the first record?

4.35 eV

***

> Look up the frontier orbital gap of the third one.

5.55 eV